No. 1
The following is a DFT calculation (ωB97M-V/def2-TZVPD) of a structure of composition C39H103CuN4O15 in a non-equilibrium geometry.

The geometry in XYZ format:
```
162
Properties=species:S:1:pos:R:3:lowdin_charge:R:1
Cu 1.5007 0.7147 -4.5623 0.996
C 0.4996 1.5222 -0.5022 -0.032
C 0.5990 0.1187 -1.2330 -0.551
C -0.7739 -0.4818 -1.3965 -0.062
O 1.3969 0.0106 -2.3666 -0.303
H 1.4505 2.0242 -0.3239 0.051
H 0.1205 1.4107 0.5136 0.056
H -0.0635 2.2409 -1.0977 0.048
H 1.0193 -0.5613 -0.4921 0.106
H -1.3079 -0.5034 -0.4466 0.054
H -0.6952 -1.5450 -1.6238 0.057
H -1.3361 -0.0574 -2.2283 0.061
C -1.6560 -4.0035 -3.1140 -0.113
O -2.2727 -4.6724 -2.0376 -0.182
C -2.3728 -3.9656 -0.8039 -0.209
C -3.3502 -4.7098 0.1456 -0.157
N -4.7459 -4.7478 -0.4113 -0.048
C -5.8723 -5.3434 0.3538 -0.173
C -7.2583 -5.3105 -0.4212 -0.188
O -7.1102 -5.9806 -1.6892 -0.191
C -8.2411 -5.8342 -2.4622 -0.146
H -1.9498 -2.9547 -3.1540 0.066
H -1.8583 -4.6232 -3.9876 0.097
H -0.5693 -4.0556 -3.0478 0.057
H -2.8319 -3.0004 -1.0180 0.096
H -1.3887 -3.7910 -0.3690 0.108
H -3.2218 -4.1180 1.0519 0.092
H -2.9011 -5.6819 0.3491 0.116
H -4.7702 -5.1126 -1.3528 0.096
H -5.9644 -4.8592 1.3260 0.095
H -5.6637 -6.4104 0.4317 0.109
H -7.4748 -4.2503 -0.5526 0.105
H -8.0861 -5.7411 0.1422 0.120
H -8.0537 -6.2236 -3.4629 0.091
H -8.5022 -4.7801 -2.5563 0.085
H -9.0887 -6.3782 -2.0455 0.089
C 5.1149 0.8507 -0.5381 -0.107
O 5.5830 0.7250 0.8234 -0.178
C 4.9737 -0.4394 1.4635 -0.217
C 5.4865 -0.6810 2.8437 -0.220
N 6.9483 -0.6158 2.8352 -0.040
C 7.4236 -0.6924 4.2164 -0.210
C 8.9254 -0.3745 4.2323 -0.238
O 9.1994 0.9104 3.7459 -0.182
C 10.5624 1.1662 3.7414 -0.131
H 5.5410 1.7564 -0.9695 0.071
H 4.0631 1.1007 -0.6770 0.064
H 5.4090 0.0135 -1.1712 0.088
H 5.1387 -1.3313 0.8591 0.114
H 3.9111 -0.2356 1.5955 0.109
H 5.0812 -1.6683 3.0649 0.129
H 5.1040 0.0871 3.5159 0.113
H 7.3195 0.2451 2.4593 0.101
H 7.2401 -1.6579 4.6879 0.119
H 6.9055 -0.0180 4.8982 0.111
H 9.4754 -1.1210 3.6593 0.123
H 9.2559 -0.4323 5.2694 0.119
H 11.0305 1.0463 4.7184 0.088
H 10.6418 2.1719 3.3287 0.094
H 11.1435 0.4905 3.1138 0.086
C 2.0249 3.7046 -3.0192 -0.038
O 1.2117 2.8833 -3.9253 -0.258
C -0.0793 3.4751 -4.0846 -0.155
C -0.7704 2.6476 -5.1933 -0.140
N -0.6779 1.2453 -4.7254 -0.038
C -1.1774 0.3698 -5.7482 -0.167
C -0.7162 -1.0506 -5.4609 -0.186
O 0.6675 -1.1144 -5.2722 -0.243
C 1.1733 -2.4199 -4.9863 -0.018
H 2.9673 3.3385 -2.6117 0.086
H 1.4984 3.9204 -2.0895 0.076
H 2.2549 4.6491 -3.5121 0.098
H 0.1035 4.4995 -4.4092 0.138
H -0.5880 3.4245 -3.1219 0.121
H -0.1853 2.8150 -6.0976 0.131
H -1.7861 2.9612 -5.4341 0.131
H -1.4068 1.3256 -4.0309 0.085
H -0.7612 0.6188 -6.7243 0.136
H -2.2632 0.4448 -5.8081 0.144
H -0.9485 -1.7382 -6.2741 0.146
H -1.2895 -1.3691 -4.5903 0.119
H 0.8935 -2.7573 -3.9883 0.079
H 2.2530 -2.2973 -4.9010 0.102
H 0.9481 -3.1118 -5.7979 0.115
C -2.2254 2.2944 5.4121 -0.089
O -2.8493 1.9532 4.1822 -0.186
C -2.0010 1.1872 3.3009 -0.184
C -2.7543 0.7398 2.0032 -0.165
N -3.5671 -0.4477 2.3901 -0.050
C -4.2360 -1.0733 1.1747 -0.164
C -5.2774 -2.0576 1.6777 -0.233
O -6.2979 -1.2840 2.3163 -0.185
C -7.3778 -2.0953 2.8637 -0.068
H -1.7502 1.4335 5.8825 0.092
H -2.9602 2.7337 6.0868 0.094
H -1.4208 2.9982 5.1990 0.060
H -1.6197 0.3062 3.8172 0.112
H -1.1509 1.7877 2.9770 0.092
H -2.0534 0.5862 1.1828 0.074
H -3.4716 1.4874 1.6645 0.099
H -4.3485 -0.2752 3.0063 0.114
H -3.5172 -1.5765 0.5280 0.092
H -4.7041 -0.3112 0.5517 0.110
H -4.7630 -2.8041 2.2830 0.122
H -5.6785 -2.5871 0.8135 0.100
H -7.6487 -2.9023 2.1828 0.068
H -8.2676 -1.4797 2.9952 0.088
H -7.1004 -2.6252 3.7749 0.088
C 1.8177 2.3448 2.9595 -0.089
C 1.5123 3.5613 3.7546 -0.323
O 1.2073 3.3234 5.1120 -0.057
H 1.0455 1.5761 2.9883 0.063
H 2.7370 1.8127 3.2042 0.074
H 2.0174 2.6740 1.9398 0.044
H 0.6602 3.9513 3.1980 0.083
H 2.3644 4.2407 3.7335 0.119
H 0.5203 3.9559 5.3346 0.071
C -1.5193 4.9647 1.6495 -0.058
C -0.4022 4.7365 0.5995 -0.316
O 0.2634 5.9779 0.5041 -0.077
H -2.1929 4.1090 1.6045 0.058
H -2.1499 5.8172 1.3973 0.080
H -1.0953 5.0380 2.6510 0.062
H -0.8480 4.5815 -0.3830 0.089
H 0.2258 3.8953 0.8931 0.080
H 1.1906 5.7865 0.3453 0.033
C 4.1069 4.1998 0.1134 -0.057
C 4.1032 5.6683 -0.3298 -0.254
O 2.7845 5.9176 -0.7990 -0.118
H 5.0846 3.8074 0.3931 0.081
H 3.7449 3.4739 -0.6147 0.039
H 3.5320 4.1253 1.0364 0.065
H 4.8008 5.8363 -1.1503 0.114
H 4.1876 6.4093 0.4651 0.120
H 2.7619 6.6413 -1.4294 0.100
C 0.8366 -2.6987 1.6425 -0.065
C -0.1701 -1.7458 2.2873 -0.286
O -1.4629 -2.3472 2.4759 -0.092
H 1.8119 -2.2503 1.4534 0.052
H 0.6091 -3.0424 0.6334 0.037
H 0.9302 -3.6114 2.2310 0.085
H -0.3191 -0.9302 1.5797 0.074
H 0.0759 -1.3174 3.2590 0.110
H -2.1119 -1.6401 2.4578 0.002
C -3.3399 2.1123 -1.1112 -0.065
C -4.1208 1.8544 -2.4271 -0.271
O -3.1667 1.9460 -3.4226 -0.106
H -4.0091 2.2880 -0.2690 0.072
H -2.6859 2.9731 -1.2509 0.067
H -2.7207 1.2751 -0.7891 0.035
H -4.7931 2.7017 -2.5624 0.127
H -4.5302 0.8486 -2.3336 0.121
H -3.6380 2.2076 -4.2170 0.095
C 2.2745 -3.9916 -1.4644 -0.083
C 3.3725 -2.9932 -1.1299 -0.308
O 3.5118 -2.0938 -2.2100 -0.102
H 2.2091 -4.6790 -0.6210 0.078
H 2.3869 -4.5488 -2.3944 0.081
H 1.3001 -3.5031 -1.4534 0.039
H 4.2898 -3.5444 -0.9226 0.116
H 3.1873 -2.3509 -0.2689 0.083
H 2.8231 -1.4389 -2.0746 0.021
```

Properties
Net charge: +1
Kohn-Sham gap (spin up / spin down): 0.208 / 0.114 hartree
HOMO (spin up / spin down): -10.05 / -10.05 eV
2S+1: 2
E_tot: -123408.752 eV

No. 2
The following is a DFT calculation (ωB97M-V/def2-TZVPD) of a cluster of 11 separate species, C39H106N12O17 in total in a non-equilibrium geometry.

The geometry in XYZ format:
```
174
Properties=species:S:1:pos:R:3:lowdin_charge:R:1
C 0.6186 0.6401 0.7662 -0.629
O 1.0578 1.1391 -0.2711 -0.034
N -0.5951 1.0064 1.2869 0.198
N 1.3710 -0.1778 1.5331 0.186
H -0.8975 0.4491 2.0700 0.050
H -1.2618 1.5506 0.7741 0.099
H 2.3705 -0.2262 1.3861 0.054
H 0.9967 -0.7121 2.2991 0.057
C -1.5631 -2.8218 3.5163 -0.607
O -0.8357 -1.9620 2.9701 -0.049
N -1.3606 -4.1431 3.2394 0.192
N -2.5716 -2.4917 4.3632 0.189
H -0.6625 -4.3382 2.5334 0.068
H -1.9424 -4.8227 3.6888 0.103
H -2.7939 -1.5206 4.5475 0.080
H -3.1980 -3.1681 4.7587 0.103
C 0.7469 4.4151 -0.9885 -0.658
O 0.4367 5.6089 -1.0371 -0.006
N 1.9018 3.9596 -0.4094 0.190
N -0.0234 3.4214 -1.5266 0.154
H 1.9853 2.9622 -0.2931 0.048
H 2.4977 4.6108 0.0714 0.062
H 0.1836 2.4565 -1.3198 0.035
H -0.7755 3.7108 -2.1216 0.089
C -1.1807 2.9259 11.0265 -0.116
O -1.0305 2.0582 9.9246 -0.199
C 0.3283 1.8825 9.5384 -0.236
C 0.4137 0.7838 8.5194 -0.225
N -0.2503 1.2045 7.2961 -0.060
C -0.1909 0.2034 6.2296 -0.205
C -0.9514 0.6770 5.0202 -0.229
O -2.3294 0.3843 5.1996 -0.219
C -3.1528 1.1152 4.3063 -0.090
H -2.1710 3.3760 10.9627 0.085
H -0.4255 3.7177 11.0202 0.086
H -1.1228 2.3732 11.9718 0.087
H 0.8963 1.5662 10.4278 0.125
H 0.7223 2.8180 9.1316 0.127
H 0.0121 -0.1683 8.8886 0.124
H 1.4818 0.6883 8.2971 0.125
H -1.2264 1.3953 7.5025 0.111
H -0.5393 -0.7759 6.5984 0.124
H 0.8633 0.0365 5.9815 0.122
H -0.5505 0.1547 4.1453 0.086
H -0.7968 1.7546 4.8994 0.121
H -3.0483 2.1830 4.4996 0.097
H -4.1506 0.6873 4.3533 0.090
H -2.8328 0.9319 3.2651 0.074
C 1.5816 -9.4399 1.2084 -0.073
O 1.3424 -8.1893 1.8636 -0.204
C 2.4678 -7.7034 2.5242 -0.253
C 2.1142 -6.3410 3.0950 -0.194
N 1.2568 -5.4974 2.2693 -0.081
C 1.8868 -4.9936 1.0284 -0.196
C 1.0293 -3.9800 0.3519 -0.238
O -0.2376 -4.5390 0.0703 -0.184
C -1.0558 -3.6075 -0.6040 -0.094
H 0.6133 -9.7333 0.8098 0.089
H 1.8203 -10.1890 1.9701 0.089
H 2.3524 -9.3128 0.4519 0.090
H 3.3201 -7.5924 1.8362 0.122
H 2.7824 -8.3407 3.3599 0.126
H 2.9807 -5.7682 3.4340 0.124
H 1.5248 -6.4691 4.0118 0.120
H 0.5347 -6.0884 1.8580 0.103
H 2.1431 -5.8525 0.3954 0.124
H 2.8419 -4.5076 1.2674 0.128
H 1.5369 -3.6322 -0.5650 0.118
H 0.9195 -3.0551 0.9396 0.106
H -0.6356 -3.4278 -1.5976 0.081
H -1.1860 -2.6710 -0.0464 0.081
H -2.0555 -4.0371 -0.6787 0.089
C 5.6165 3.2526 -2.2750 -0.110
O 4.6106 2.4115 -2.7821 -0.190
C 4.3297 1.3473 -1.8969 -0.241
C 3.3014 0.4528 -2.5554 -0.201
N 3.7455 0.0816 -3.9083 -0.037
C 2.7866 -0.8855 -4.4086 -0.210
C 2.8429 -2.2464 -3.7670 -0.229
O 2.0665 -3.1324 -4.5607 -0.183
C 1.9761 -4.4097 -4.0173 -0.132
H 6.5437 2.6740 -2.1837 0.090
H 5.3284 3.7570 -1.3490 0.071
H 5.7982 4.0142 -3.0362 0.092
H 4.0550 1.7253 -0.9037 0.106
H 5.2708 0.7807 -1.7561 0.122
H 2.4410 1.1326 -2.7101 0.120
H 2.9720 -0.3217 -1.8727 0.109
H 3.8016 0.9202 -4.4629 0.106
H 2.7593 -1.0282 -5.4900 0.131
H 1.7903 -0.4961 -4.1440 0.095
H 2.3611 -2.2372 -2.7761 0.099
H 3.8620 -2.6315 -3.6175 0.132
H 0.9812 -4.8210 -4.2013 0.087
H 2.1662 -4.4267 -2.9355 0.071
H 2.6999 -5.1084 -4.4623 0.088
C -1.3702 0.6781 -10.0563 -0.123
O -0.8738 1.5253 -9.0691 -0.207
C -1.6420 2.6925 -8.8943 -0.243
C -1.1445 3.4177 -7.6762 -0.215
N -1.5403 2.8176 -6.4228 -0.058
C -1.0162 1.5042 -6.1277 -0.217
C -1.4609 1.0277 -4.7639 -0.222
O -0.6428 -0.0615 -4.4047 -0.195
C -0.7693 -0.4356 -3.0604 -0.108
H -0.8873 -0.2900 -9.9636 0.088
H -1.1490 1.0528 -11.0712 0.089
H -2.4643 0.6142 -10.0029 0.086
H -2.7194 2.4794 -8.8507 0.125
H -1.4779 3.3314 -9.7769 0.125
H -1.4897 4.4503 -7.7031 0.120
H -0.0449 3.4172 -7.8073 0.127
H -1.3083 3.4093 -5.6338 0.106
H 0.0738 1.3736 -6.2446 0.130
H -1.3946 0.7567 -6.8351 0.117
H -2.5067 0.6981 -4.7970 0.125
H -1.3530 1.8445 -4.0289 0.114
H -0.2140 0.2738 -2.4276 0.073
H -0.2176 -1.3598 -2.8590 0.073
H -1.8169 -0.5893 -2.7764 0.089
C -6.7354 0.2262 -6.5873 -0.122
O -7.3925 -0.5155 -5.5954 -0.185
C -6.6346 -1.5844 -5.0597 -0.231
C -6.7770 -1.6103 -3.5539 -0.214
N -6.0182 -2.7145 -2.9941 -0.062
C -6.1340 -2.8610 -1.5595 -0.220
C -6.0635 -1.6147 -0.7075 -0.237
O -4.8370 -0.9462 -0.9785 -0.204
C -4.0066 -0.7582 0.1618 -0.098
H -7.3054 1.1337 -6.7596 0.086
H -6.6735 -0.3236 -7.5443 0.088
H -5.6855 0.4260 -6.3389 0.081
H -5.5560 -1.4750 -5.2625 0.118
H -6.9539 -2.5047 -5.5617 0.128
H -7.8355 -1.6797 -3.2953 0.131
H -6.3622 -0.6653 -3.1764 0.119
H -5.0550 -2.6918 -3.2929 0.107
H -5.2939 -3.4844 -1.2222 0.117
H -7.0069 -3.4758 -1.3027 0.117
H -6.2272 -1.8787 0.3428 0.119
H -6.8500 -0.8831 -0.9347 0.118
H -3.6373 -1.7515 0.4677 0.081
H -4.5866 -0.4015 1.0192 0.083
H -3.1684 -0.1439 -0.1483 0.073
C 4.2388 6.6561 -0.3796 -0.089
O 3.5001 6.1125 0.6925 -0.225
C 2.6925 7.0924 1.2960 -0.240
C 1.8390 6.4517 2.3469 -0.203
N 2.6611 5.9151 3.4434 -0.049
C 1.9708 4.9318 4.2457 -0.206
C 1.9227 3.5547 3.5970 -0.225
O 3.2337 3.1202 3.3187 -0.168
C 3.2564 1.9166 2.6168 -0.129
H 3.5750 6.9412 -1.2044 0.099
H 4.9594 5.9163 -0.7163 0.071
H 4.7465 7.5748 -0.0615 0.091
H 2.0290 7.5892 0.5778 0.128
H 3.3157 7.8758 1.7532 0.129
H 1.2654 5.6259 1.8979 0.104
H 1.1295 7.1860 2.7358 0.124
H 3.4672 5.4726 3.0112 0.096
H 0.9151 5.2213 4.3225 0.120
H 2.3616 4.8579 5.2616 0.114
H 1.3459 3.6233 2.6595 0.110
H 1.4166 2.7916 4.2063 0.115
H 4.2724 1.7302 2.2622 0.084
H 2.6006 1.9510 1.7299 0.063
H 2.9528 1.0254 3.1885 0.085
O 1.8441 -2.6758 3.5780 -0.070
H 0.9155 -2.3793 3.5601 -0.011
H 1.8376 -3.4741 3.0349 -0.011
O 4.2137 -0.8867 1.1368 -0.050
H 4.3783 -1.2644 2.0089 0.057
H 4.9310 -0.2599 0.9934 0.046
```

Properties
ΔE to the lowest compared entry with this formula, charge and spin: 0.000 eV
Kohn-Sham gap: 0.310 hartree
SMILES: COCCNCCOC.COCCNCCOC.COCCNCCOC.COCCNCCOC.COCCNCCOC.COCCNCCOC.NC(N)=O.NC(N)=O.NC(N)=O.O.O
HOMO: -8.24 eV
E_tot: -94846.758 eV

The highest E_tot belongs to which entry?
C39H106N12O17

E_tot of number 2 (C39H106N12O17)?
-94846.758 eV

What is the E_tot in the second record?
-94846.758 eV